The following is a DFT calculation (wB97M-V/def2-TZVPD) of one molecule with the formula C6H6.

Atoms and positions in Å:
C: 3.17353 0.55225 -0.03863
C: 2.24091 -0.16015 -0.30316
C: 1.11353 -1.04771 -0.62651
C: -0.20030 -0.43641 -0.37520
C: -1.28147 0.05440 -0.17405
C: -2.59217 0.65949 0.06817
H: 3.99587 1.18961 0.20155
H: 1.18194 -1.34697 -1.68010
H: 1.20658 -1.97021 -0.03971
H: -2.86770 0.58798 1.12525
H: -2.58848 1.71829 -0.20972
H: -3.36878 0.15840 -0.51857

LUMO energy, eV: 0.98
Max |F|, Eh/bohr: 0.0105
Highest occupied orbital energy, eV: -9.572
Calculated total energy, eV: -6315.5819
Structure (SMILES): C#CCC#CC
Energy above the lowest of the compared OMol25 structures with the same formula, charge and spin, kcal per mole: 83.4
Kohn-Sham gap, eV: 10.5519